{
  "formula": "C28H25N11O7Rb",
  "method": "wB97M-V/def2-TZVPD",
  "charge": -1,
  "largest_force_ev_per_a": 5.98,
  "gap_ev": 7.07,
  "lumo_ev": 1.7,
  "species": ["Rb", "O", "C", "N", "C", "C", "C", "C", "C", "C", "N", "C", "C", "C", "C", "C", "N", "H", "H", "H", "H", "H", "H", "H", "H", "H", "H", "N", "N", "C", "N", "N", "N", "O", "O", "H", "H", "H", "H", "H", "O", "C", "O", "C", "C", "C", "C", "C", "C", "N", "C", "C", "C", "C", "C", "C", "N", "H", "H", "H", "H", "H", "H", "H", "H", "H", "H", "O", "C", "O", "C", "N"],
  "xyz": [[9.374, 4.394, 15.628], [13.477, 1.641, 16.135], [12.308, 2.101, 15.838], [11.804, 3.198, 16.408], [12.641, 3.812, 17.404], [12.424, 5.325, 17.520], [13.553, 6.160, 17.438], [13.401, 7.485, 17.789], [12.135, 8.028, 17.955], [11.060, 7.133, 17.961], [11.210, 5.787, 17.771], [11.530, 1.591, 14.695], [12.202, 0.731, 13.857], [11.578, 0.160, 12.790], [10.236, 0.473, 12.546], [9.626, 1.364, 13.408], [10.248, 1.947, 14.471], [13.715, 3.565, 17.145], [12.587, 3.336, 18.421], [14.552, 5.790, 17.276], [14.241, 8.144, 17.922], [11.887, 9.063, 18.134], [10.067, 7.407, 18.214], [13.232, 0.522, 14.107], [12.211, -0.472, 12.175], [9.695, -0.025, 11.729], [8.611, 1.711, 13.358], [7.531, 7.930, 14.991], [8.305, 8.611, 13.993], [9.567, 8.058, 13.579], [10.374, 8.902, 12.910], [9.751, 6.779, 13.833], [10.840, 6.176, 13.209], [11.437, 6.697, 12.272], [11.140, 5.073, 13.694], [7.206, 6.999, 14.583], [6.632, 8.476, 15.044], [8.409, 9.564, 14.206], [10.114, 9.847, 12.750], [11.163, 8.517, 12.411], [13.429, -0.654, 17.271], [12.882, -0.681, 18.492], [13.372, -1.344, 19.404], [11.572, 0.063, 18.629], [11.467, 1.234, 19.401], [10.265, 1.940, 19.365], [9.259, 1.449, 18.509], [9.281, 0.191, 17.901], [10.458, -0.482, 17.942], [8.284, 2.348, 18.241], [7.080, 2.081, 17.853], [6.034, 3.017, 17.493], [4.763, 2.727, 18.069], [3.695, 3.569, 17.753], [3.929, 4.669, 16.939], [5.200, 4.884, 16.470], [6.218, 4.013, 16.656], [13.510, 0.322, 16.804], [12.240, 1.514, 20.141], [10.182, 2.901, 19.835], [8.379, -0.135, 17.392], [10.734, -1.420, 17.365], [6.685, 1.053, 17.700], [4.680, 1.784, 18.672], [2.748, 3.422, 18.259], [3.141, 5.340, 16.695], [5.507, 5.780, 15.963], [11.985, 10.386, 25.134], [12.803, 10.207, 24.300], [7.123, 3.407, 12.902], [6.888, 4.373, 13.572], [6.588, 5.342, 14.197]],
  "forces_ev_per_angstrom": [[-0.874, 0.053, 0.610], [-0.545, -0.946, -0.236], [0.284, 3.289, 2.116], [0.029, -1.390, -0.395], [1.456, -0.477, -0.094], [0.890, -1.033, -0.324], [-0.360, 0.378, 0.959], [-0.143, 0.668, -0.500], [-1.481, -1.082, 0.311], [1.489, -1.492, -0.343], [-0.246, 1.320, 0.276], [-0.971, -0.298, -0.464], [0.734, -0.208, 0.347], [-0.240, 0.049, -0.602], [0.276, -0.711, -0.340], [0.537, 0.830, 1.366], [0.673, -1.107, -0.553], [-0.768, 0.721, 0.177], [-0.491, 0.452, -0.610], [-0.036, -0.381, -0.102], [0.419, 0.041, -0.244], [0.468, 0.213, 0.133], [-0.750, 0.540, -0.067], [0.028, -0.076, -0.090], [-0.553, -0.180, -0.255], [0.145, 0.478, 0.395], [-0.423, -0.210, -0.652], [-1.242, -0.112, 0.020], [2.221, -1.982, -1.224], [-2.496, 0.597, 0.419], [0.252, -0.217, 0.243], [0.504, 0.151, -0.481], [0.101, -1.204, 1.395], [0.068, -0.388, -0.008], [-0.093, 1.771, -1.348], [0.469, 0.537, 0.228], [1.241, -0.624, -0.199], [0.065, 1.321, 0.400], [-0.333, 0.418, -0.007], [-0.243, -0.079, 0.113], [0.225, 0.854, 0.375], [0.910, -0.667, 0.337], [-0.801, 0.869, -0.996], [-0.047, 0.137, 0.214], [-0.421, -0.881, 0.774], [0.740, -1.306, -1.333], [0.807, -0.297, 0.925], [-0.333, 0.727, 0.292], [2.657, -1.285, -0.601], [-4.128, 1.889, -0.990], [2.346, -1.396, 0.092], [-2.007, 0.241, 0.345], [0.216, -0.368, -0.372], [0.686, -0.716, 0.811], [0.125, -0.439, 0.432], [0.959, -0.478, 0.154], [0.246, 0.961, 0.857], [-0.764, -0.709, 0.266], [-0.197, -0.112, -0.913], [-0.290, 0.256, 0.064], [0.389, -0.128, -0.233], [-0.982, 1.150, 0.688], [0.536, 0.088, 0.478], [-0.179, 1.225, -0.429], [-0.171, -0.090, -0.335], [-0.458, 0.554, -0.053], [-0.337, -0.057, -0.409], [4.136, -0.907, -4.220], [-4.136, 0.906, 4.219], [0.409, -0.855, -0.209], [-0.883, 1.461, 0.214], [0.683, -0.256, -0.815]],
  "mulliken_charge": [0.590, -0.997, 0.010, 0.578, -0.452, 0.558, -0.897, -0.435, -0.661, -0.254, -0.163, 0.449, -0.731, -0.371, -0.867, -0.508, 0.542, 0.181, -0.029, 0.422, 0.382, 0.423, 0.460, 0.496, 0.397, 0.379, 0.464, -0.420, -0.169, 0.252, -0.339, -0.186, 0.977, -0.756, -0.476, 0.408, 0.293, 0.229, 0.174, 0.227, -0.575, 0.109, -0.636, 0.553, -0.706, -0.251, 1.071, -0.368, -0.902, -0.258, -0.187, 0.385, -0.728, -0.301, -0.859, 0.083, 0.209, 0.415, 0.416, 0.368, 0.254, 0.279, 0.247, 0.305, 0.385, 0.412, 0.185, -0.185, 0.185, -0.737, 0.576, -0.924]
}